No. 1
Density functional theory data (wB97M-V/def2-TZVPD) for a structure of composition C18H53AsCl2F6O22P5 at a distorted geometry.

Output
Energy   -213220.14872 eV
Gap between HOMO and LUMO   0.3709 Ha
Highest occupied orbital energy   -7.99 eV
Charge   -1

Last column: Löwdin charge in e.
CARTESIAN COORDINATES (ANGSTROEM)
As  -26.0346  19.0700  -26.9359  0.77
F  -26.6932  17.5102  -26.4386  -0.28
F  -26.6391  18.8097  -28.5672  -0.26
F  -25.4579  20.6379  -27.4064  -0.25
F  -25.4652  19.2467  -25.2781  -0.27
F  -24.5433  18.2790  -27.3786  -0.26
F  -27.5406  19.7900  -26.4554  -0.26
C  -28.2973  14.9149  -24.3629  -0.09
O  -28.8917  13.6330  -24.2233  -0.19
P  -30.4512  13.4105  -24.2012  0.35
O  -30.8183  12.0245  -23.8936  -0.24
O  -31.0262  14.4633  -23.1690  -0.22
C  -31.1286  14.2684  -21.7782  -0.10
O  -30.8804  13.8771  -25.6775  -0.21
C  -32.2582  14.0124  -26.0478  -0.09
H  -28.1348  15.2461  -25.3885  0.09
H  -27.2892  14.9798  -23.9484  0.09
H  -28.8632  15.6376  -23.7725  0.08
H  -31.1403  13.2143  -21.4922  0.09
H  -32.0641  14.7365  -21.4708  0.09
H  -30.3200  14.7215  -21.1993  0.09
H  -32.9953  13.7059  -25.3022  0.09
H  -32.3716  13.3096  -26.8725  0.09
H  -32.4430  15.0524  -26.3032  0.09
C  -26.3886  17.3778  -32.3104  -0.10
O  -27.7227  17.9019  -32.2947  -0.20
P  -28.9252  16.8673  -32.0224  0.40
O  -28.5607  15.5120  -31.6007  -0.22
O  -29.8242  17.6837  -30.9810  -0.23
C  -29.7480  17.4031  -29.5894  -0.09
O  -29.8114  16.9160  -33.3664  -0.22
C  -30.1366  18.2170  -33.8981  -0.10
H  -25.8870  17.9556  -31.5270  0.09
H  -25.7619  17.6529  -33.1635  0.08
H  -26.2589  16.3132  -32.1400  0.07
H  -28.6895  17.4541  -29.3026  0.08
H  -30.0549  16.3782  -29.3700  0.09
H  -30.2581  18.1030  -28.9337  0.09
H  -29.3666  18.6630  -34.5249  0.08
H  -30.4958  18.8628  -33.1021  0.08
H  -30.9496  17.9753  -34.5857  0.08
C  -21.2858  13.7910  -31.0274  -0.13
O  -21.3551  14.8988  -31.8830  -0.20
P  -22.7369  15.6391  -32.1261  0.37
O  -23.8293  14.8319  -32.6887  -0.23
O  -22.9946  16.3805  -30.7484  -0.20
C  -23.9755  15.9581  -29.7983  -0.08
O  -22.2750  16.8863  -33.0227  -0.21
C  -22.4465  16.9043  -34.4402  -0.10
H  -21.0775  14.1148  -30.0036  0.09
H  -20.6136  12.9694  -31.2779  0.09
H  -22.2390  13.2456  -30.9577  0.09
H  -23.5454  15.5941  -28.8648  0.09
H  -24.6486  15.2310  -30.2505  0.09
H  -24.5502  16.8305  -29.4849  0.07
H  -23.0143  17.8137  -34.6583  0.09
H  -23.0579  16.1061  -34.8622  0.08
H  -21.4357  16.9638  -34.8413  0.09
C  -22.3901  24.3834  -23.5685  -0.12
O  -23.7698  24.6142  -23.7342  -0.23
P  -24.8232  24.3785  -22.5637  0.35
O  -24.2747  24.7974  -21.2583  -0.24
O  -26.0960  25.1933  -23.0600  -0.20
C  -26.0046  26.5089  -23.5746  -0.10
O  -25.2299  22.8727  -22.6835  -0.19
C  -25.6292  22.3282  -23.9554  -0.06
H  -22.1674  23.8350  -22.6462  0.08
H  -21.7418  25.2477  -23.4172  0.09
H  -22.0032  23.7584  -24.3687  0.07
H  -26.3175  27.1736  -22.7613  0.09
H  -26.7540  26.7073  -24.3422  0.09
H  -25.0243  26.8047  -23.9400  0.09
H  -25.7680  23.0805  -24.7280  0.08
H  -26.5355  21.7519  -23.8030  0.09
H  -24.8652  21.6194  -24.2671  0.07
C  -27.4148  18.7163  -22.7404  -0.12
O  -27.9527  17.8056  -21.7950  -0.21
P  -28.1379  18.3798  -20.2916  0.39
O  -27.0835  19.2712  -19.7906  -0.22
O  -29.6513  18.9376  -20.3576  -0.21
C  -30.2266  19.3419  -19.1081  -0.10
O  -28.2631  17.0336  -19.4736  -0.23
C  -27.2583  16.4898  -18.6251  -0.09
H  -28.2491  19.2632  -23.1913  0.10
H  -26.7945  18.2583  -23.5089  0.07
H  -26.7548  19.5223  -22.4041  0.08
H  -29.9808  18.6332  -18.3137  0.08
H  -31.3049  19.3017  -19.2472  0.09
H  -29.8733  20.3372  -18.8432  0.09
H  -27.5002  15.4795  -18.3097  0.08
H  -27.2154  17.0917  -17.7159  0.09
H  -26.2945  16.5445  -19.1251  0.09
C  -25.3287  23.9476  -28.0625  -0.26
C  -23.9678  23.8098  -28.7187  -0.24
O  -23.1895  24.9375  -28.3277  -0.08
O  -26.2564  22.9705  -28.5419  -0.07
H  -25.7660  24.9301  -28.2666  0.12
H  -25.3147  23.9782  -26.9660  0.11
H  -24.1179  23.8505  -29.8019  0.12
H  -23.4893  22.8677  -28.4317  0.12
H  -22.4967  25.0822  -28.9747  0.07
H  -25.9999  22.1797  -28.0295  0.04
C  -22.3809  19.8122  -25.1961  -1.02
Cl  -21.6008  19.7432  -26.7959  0.50
Cl  -21.3645  20.5853  -23.9670  0.51
H  -23.2413  20.4483  -25.3507  -0.02
H  -22.6276  18.7974  -24.9166  0.03

=====

No. 2
Density functional theory data (wB97M-V/def2-TZVPD) for a structure of composition C18H54AsF6O9 at a distorted geometry.

Output
Energy   -115115.50915 eV
ΔE to the lowest compared entry with this formula, charge and spin   406.5 kJ/mol
Gap between HOMO and LUMO   0.3787 Ha
Highest occupied orbital energy   -8.10 eV
Charge   -1

Last column: Löwdin charge in e.
CARTESIAN COORDINATES (ANGSTROEM)
As  0.7404  -0.6362  0.8095  0.88
F  1.3485  0.0330  2.3796  -0.32
F  -0.9061  -0.0170  1.2379  -0.31
F  0.1576  -1.1344  -0.7732  -0.29
F  2.4082  -1.2876  0.5454  -0.33
F  0.4511  -2.2393  1.6286  -0.32
F  1.2086  0.8775  0.0338  -0.30
O  3.0605  4.3510  -2.2179  -0.06
H  3.8790  3.9440  -1.9338  0.03
H  2.4437  4.1699  -1.5087  0.03
O  1.1430  -3.6989  5.4216  -0.06
H  1.0248  -3.5896  4.4780  0.03
H  1.5157  -4.5754  5.5169  0.02
O  6.8910  -2.8475  -0.1800  -0.05
H  7.2945  -2.3896  0.5575  0.02
H  5.9506  -2.7174  -0.0577  0.03
C  -2.6491  0.3852  -7.1903  -0.04
C  -2.6199  0.2754  -5.6034  -0.52
C  -3.9191  -0.1673  -4.8720  -0.05
O  -1.6168  -0.5887  -5.4277  -0.03
H  -3.2761  1.2050  -7.5407  0.06
H  -2.9596  -0.4461  -7.8233  0.07
H  -1.6640  0.6940  -7.5401  0.07
H  -2.2954  1.2458  -5.2278  0.13
H  -4.2933  -1.1100  -5.2711  0.07
H  -4.7273  0.5398  -5.0587  0.07
H  -3.8705  -0.4341  -3.8163  0.07
H  -1.5804  -0.6692  -4.4717  0.10
C  -0.1311  4.1336  9.1841  -0.05
C  0.8016  3.1381  8.4634  -0.57
C  0.1513  1.7405  8.2940  -0.07
O  1.2238  3.6504  7.3051  0.01
H  -0.5967  3.7823  10.1049  0.07
H  -0.9235  4.4913  8.5266  0.08
H  0.4961  5.0081  9.3573  0.07
H  1.5830  2.8127  9.1501  0.12
H  -0.2519  1.2458  9.1776  0.08
H  0.6291  0.9981  7.6547  0.08
H  -0.8279  1.8628  7.8311  0.08
H  1.2035  2.8088  6.8436  0.09
C  -6.0222  3.3640  -0.4232  -0.05
C  -7.5521  3.5729  -0.3526  -0.56
C  -8.0072  4.7857  -1.1785  -0.04
O  -8.1577  2.4411  -0.7586  -0.03
H  -5.6898  3.2416  -1.4540  0.08
H  -5.6906  2.3565  -0.1719  0.07
H  -5.4376  4.1654  0.0287  0.08
H  -7.8431  3.6927  0.6910  0.13
H  -7.3231  5.6243  -1.0488  0.08
H  -9.0137  5.0938  -0.8952  0.07
H  -8.0010  4.4653  -2.2203  0.08
H  -7.8676  1.7731  -0.1331  0.10
C  6.5946  0.9470  3.5582  -0.06
C  7.6396  0.0413  4.1174  -0.50
C  7.0070  -1.2868  4.5206  -0.07
O  8.5581  -0.2070  3.0312  -0.06
H  6.3600  0.5563  2.5681  0.09
H  6.9993  1.9451  3.3903  0.08
H  5.7194  0.9203  4.2073  0.09
H  8.1252  0.3989  5.0253  0.13
H  7.6918  -1.8838  5.1229  0.07
H  6.6812  -1.8065  3.6196  0.08
H  6.1426  -1.1879  5.1773  0.08
H  9.4222  -0.3382  3.4283  0.08
C  -3.3953  -5.6696  -1.3339  -0.05
C  -4.5173  -6.6424  -1.1146  -0.55
C  -5.8191  -6.0908  -1.6549  -0.06
O  -4.2519  -7.9256  -1.5570  -0.03
H  -3.4157  -5.2702  -2.3479  0.08
H  -2.3816  -6.0567  -1.2300  0.08
H  -3.4062  -4.8138  -0.6590  0.09
H  -4.6355  -6.7405  -0.0355  0.13
H  -5.7011  -5.8304  -2.7067  0.08
H  -5.9749  -5.1186  -1.1874  0.08
H  -6.6696  -6.7540  -1.4969  0.08
H  -5.0571  -8.4428  -1.4814  0.09
C  4.1141  1.7443  -6.6222  -0.07
C  4.3834  0.3605  -6.2045  -0.51
C  4.2074  0.0648  -4.7353  -0.06
O  3.3858  -0.4697  -6.7879  -0.08
H  4.6027  2.6530  -6.2705  0.08
H  3.0328  1.8808  -6.6323  0.09
H  4.3894  1.7959  -7.6756  0.08
H  5.3194  -0.0469  -6.5868  0.14
H  4.9612  0.6454  -4.2036  0.08
H  4.2034  -1.0039  -4.5212  0.09
H  3.3015  0.4623  -4.2775  0.08
H  2.4921  -0.2508  -6.5141  0.09

=====

No. 3
Density functional theory data (wB97M-V/def2-TZVPD) for a structure of composition C18H54B2CaF8O9 at a distorted geometry.

Output
Energy   -79504.93279 eV
ΔE to the lowest compared entry with this formula, charge and spin   1288.1 kJ/mol
Gap between HOMO and LUMO   0.1677 Ha
Highest occupied orbital energy   -9.82 eV
Charge   0

Last column: Löwdin charge in e.
CARTESIAN COORDINATES (ANGSTROEM)
Ca  1.1199  -0.7597  3.7100  1.91
B  -1.2104  -0.9439  -0.4369  -1.41
F  -1.0585  0.1397  0.4307  0.06
F  -0.6468  -1.9915  0.2187  0.12
F  -2.5553  -1.1020  -0.6217  0.14
F  -0.6108  -0.5841  -1.6234  0.13
B  3.3024  -4.3835  5.8496  -1.37
F  2.9842  -4.5045  7.1766  0.13
F  3.8639  -3.1319  5.6526  0.08
F  4.1503  -5.4565  5.5563  0.10
F  2.1925  -4.4533  5.0293  0.09
C  3.1817  -6.6382  -3.2242  -0.10
C  4.4057  -6.3955  -4.0888  -0.34
O  5.1240  -7.5809  -4.1075  -0.09
H  2.5276  -7.4697  -3.4863  0.08
H  2.6244  -5.7015  -3.2339  0.07
H  3.4555  -6.8034  -2.1822  0.07
H  5.1318  -5.6271  -3.8233  0.12
H  3.9370  -6.2247  -5.0579  0.10
H  4.6259  -8.3246  -4.4543  0.09
C  -3.1992  5.5192  -2.2067  -0.09
C  -4.0167  6.7402  -1.7824  -0.34
O  -3.2281  7.8932  -1.6407  -0.08
H  -2.6708  5.8519  -3.1001  0.07
H  -3.9073  4.7404  -2.4900  0.07
H  -2.4714  5.1919  -1.4641  0.07
H  -4.6044  6.4514  -0.9110  0.11
H  -4.7704  6.9792  -2.5327  0.10
H  -2.8959  8.2160  -2.4816  0.08
C  3.5777  4.8821  -1.7615  -0.09
C  5.0541  5.2063  -1.6125  -0.32
O  5.6780  4.0821  -0.9888  -0.10
H  3.4933  4.0461  -2.4558  0.08
H  2.9917  5.6908  -2.1982  0.07
H  3.0890  4.5789  -0.8356  0.07
H  5.2657  6.0876  -1.0071  0.11
H  5.4535  5.2519  -2.6256  0.11
H  6.6169  4.2350  -0.8594  0.08
C  -9.3151  0.1360  -5.7844  -0.09
C  -8.0637  -0.5003  -5.1701  -0.32
O  -8.0490  -0.1722  -3.7888  -0.09
H  -9.3408  1.2087  -5.5926  0.07
H  -10.1723  -0.3372  -5.3055  0.07
H  -9.4712  0.0135  -6.8561  0.07
H  -7.1735  -0.0670  -5.6260  0.11
H  -8.1373  -1.5795  -5.3041  0.10
H  -7.1871  -0.3202  -3.3929  0.08
C  -7.1802  1.5484  3.8603  -0.09
C  -7.5708  1.8464  5.3275  -0.30
O  -6.8453  0.9181  6.1800  -0.10
H  -7.6670  0.6603  3.4574  0.07
H  -6.0929  1.4819  3.8217  0.07
H  -7.4687  2.3848  3.2236  0.07
H  -8.6335  1.6303  5.4377  0.10
H  -7.3988  2.8975  5.5590  0.10
H  -7.2572  1.0651  7.0345  0.07
C  4.3613  3.6925  5.7786  -0.10
C  3.2380  4.4789  5.2092  -0.37
O  2.2081  3.6761  4.7286  -0.08
H  5.2168  4.2759  6.1189  0.08
H  4.7703  3.0363  5.0104  0.07
H  4.0924  3.0793  6.6387  0.08
H  3.6499  5.1507  4.4561  0.11
H  2.9039  5.1820  5.9722  0.11
H  1.5097  4.2495  4.4045  0.09
C  3.9399  -1.4674  -8.1828  -0.10
C  3.6821  -0.7125  -6.8870  -0.33
O  2.3652  -0.1840  -6.9500  -0.08
H  4.8606  -2.0387  -8.3010  0.07
H  3.7796  -0.8573  -9.0717  0.07
H  3.1453  -2.2133  -8.1967  0.07
H  4.4053  0.1029  -6.8706  0.10
H  3.8065  -1.3156  -5.9876  0.11
H  1.9394  -0.4103  -6.1199  0.08
C  -3.9747  -5.0659  5.9004  -0.10
C  -3.9677  -4.1956  4.6753  -0.35
O  -3.2817  -3.0356  4.9808  -0.08
H  -4.4275  -4.5894  6.7698  0.07
H  -2.9798  -5.3681  6.2275  0.08
H  -4.5410  -5.9805  5.7248  0.07
H  -5.0184  -3.9836  4.4774  0.11
H  -3.4723  -4.7322  3.8662  0.12
H  -3.9481  -2.4896  5.4044  0.08
C  7.4023  -1.8088  1.2862  -0.08
C  5.9453  -1.9675  0.7259  -0.27
O  5.0836  -0.8464  1.0832  -0.12
H  7.6091  -0.7444  1.3974  0.06
H  8.1590  -2.2676  0.6499  0.07
H  7.4890  -2.1192  2.3275  0.07
H  5.5609  -2.9238  1.0807  0.11
H  6.0002  -2.0087  -0.3619  0.10
H  5.5107  -0.1198  0.6236  0.07